A cluster of 2 separate species, C9H17NO in total in a non-equilibrium geometry, computed with ωB97M-V with the def2-TZVPD basis set.

Bonds (Å) are listed after each position.
Element x y z (Å)
1 C -1.2862 -1.4151 0.6457  N10 1.163
2 C -1.4687 0.6363 -1.6666  C3 1.331, C4 1.499, H12 1.081
3 C -1.7270 1.5289 -0.7130  C2 1.331, C5 1.506, O11 1.373
4 C -0.2284 0.4195 -2.4795  C2 1.499, H13 1.086, H14 1.090, H15 1.091
5 C -3.1084 1.6569 -0.1268  C3 1.506, H16 1.086, H17 1.087, H18 1.089
6 C 1.9802 -1.1876 2.3889  C8 1.523, H19 1.088, H20 1.087, H21 1.089
7 C 0.4887 2.1130 -0.0038  O11 1.406, H22 1.097, H23 1.093, H24 1.096
8 C 2.1262 -1.5943 0.9283  C6 1.523, C9 1.532, H25 1.093, H26 1.092
9 C 1.0084 -2.5455 0.4882  C8 1.532, N10 1.400, H27 1.097, H28 1.096
10 N -0.2468 -1.9329 0.5844  C1 1.163, C9 1.400
11 O -0.8737 2.4346 -0.1325  C3 1.373, C7 1.406
12 H -2.2903 -0.0162 -1.9257  C2 1.081
13 H 0.4094 1.2982 -2.5001  C4 1.086
14 H -0.5170 0.1918 -3.5052  C4 1.090
15 H 0.3528 -0.4261 -2.1101  C4 1.091
16 H -3.0854 2.3845 0.6786  C5 1.086
17 H -3.4446 0.6999 0.2640  C5 1.087
18 H -3.8178 1.9908 -0.8830  C5 1.089
19 H 2.0344 -2.0607 3.0364  C6 1.088
20 H 2.7711 -0.4956 2.6669  C6 1.087
21 H 1.0221 -0.6982 2.5557  C6 1.089
22 H 1.0929 2.5582 -0.8044  C7 1.097
23 H 0.6347 1.0303 0.0107  C7 1.093
24 H 0.8188 2.5319 0.9537  C7 1.096
25 H 3.0824 -2.1016 0.7762  C8 1.093
26 H 2.1108 -0.7023 0.2981  C8 1.092
27 H 1.1615 -2.8614 -0.5506  C9 1.097
28 H 0.9999 -3.4371 1.1256  C9 1.096

The frontier orbital gap is 0.32436 Ha. As for the HOMO energy: -8.0 eV. Its charge is 0.

=====

The molecule C9H17NOS in a non-equilibrium geometry, computed with ωB97M-V with the def2-TZVPD basis set.

Bonds (Å) are listed after each position.
Element x y z (Å)
1 C 0.9225 1.8264 0.9754  C4 1.506, N10 1.261, S12 1.821
2 C 1.3762 0.7897 -1.4213  C5 1.495, S12 1.713, H13 1.115
3 C 0.3519 -0.4515 0.5698  C9 1.564, N10 1.343, O11 1.371
4 C 0.8999 2.8666 2.0638  C1 1.506, H14 1.164, H15 1.190, H16 0.999
5 C 2.6464 0.0104 -1.5440  C2 1.495, H17 1.108, H18 1.168, H19 1.102
6 C -1.0418 -1.7961 -1.0709  C9 1.514, H20 1.070, H21 1.197, H22 1.113
7 C -1.9112 0.5959 -0.3346  C9 1.603, H23 1.159, H24 1.108, H25 1.052
8 C -1.6418 -1.5459 1.1959  C9 1.549, H26 1.094, H27 1.094, H28 1.120
9 C -1.0791 -0.7311 0.0049  C3 1.564, C6 1.514, C7 1.603, C8 1.549
10 N 0.6184 0.6457 1.2976  C1 1.261, C3 1.343
11 O 1.0782 -1.5832 0.8365  C3 1.371, H29 0.955
12 S 1.5695 2.3105 -0.6571  C1 1.821, C2 1.713
13 H 0.4703 0.6072 -2.0460  C2 1.115
14 H 0.5758 3.9482 1.7812  C4 1.164
15 H 2.0501 2.8671 2.3694  C4 1.190
16 H 0.2975 2.5751 2.8049  C4 0.999
17 H 2.7637 -0.1528 -2.6336  C5 1.108
18 H 2.5154 -0.9764 -0.9322  C5 1.168
19 H 3.5349 0.5470 -1.1747  C5 1.102
20 H -1.9971 -2.2474 -1.2401  C6 1.070
21 H -0.2458 -2.6630 -0.8505  C6 1.197
22 H -0.8983 -1.2832 -2.0478  C6 1.113
23 H -1.8252 1.2425 0.6231  C7 1.159
24 H -1.2778 1.0477 -1.1232  C7 1.108
25 H -2.8162 0.1437 -0.6243  C7 1.052
26 H -2.7027 -1.7146 0.9914  C8 1.094
27 H -1.8032 -0.9781 2.1169  C8 1.094
28 H -1.1204 -2.4968 1.4774  C8 1.120
29 H 1.9017 -1.1436 1.0361  O11 0.955

The frontier orbital gap (spin up / spin down) is 0.27180 / 0.27189 Ha. As for the HOMO energy (spin up / spin down): -6.9 / -6.9 eV. Its charge is 0.

=====

Relative energy (zero: lowest compared OMol25 entry of this formula, charge and spin)? In order: 50.17 97.37 kcal per mole.